--- one ---
{"formula": "C4H5N5", "method": "ωB97M-V with the def2-TZVPD basis set", "homo_energy_ev": -9.5, "smiles": "N#CN(N)n1cccn1", "gap_ev": 9.77, "symbols": ["N", "C", "N", "N", "N", "C", "C", "C", "N", "H", "H", "H", "H", "H"], "coordinates": [[3.119, -0.988, -0.837], [2.380, -0.279, -0.361], [1.208, 0.574, 0.508], [1.442, 1.933, 0.288], [-0.081, 0.050, 0.210], [-0.451, -1.278, 0.464], [-1.826, -1.369, 0.078], [-2.132, -0.113, -0.426], [-1.036, 0.686, -0.374], [1.016, 2.410, -0.458], [1.562, 2.492, 1.116], [0.238, -2.032, 0.592], [-2.471, -2.281, 0.138], [-2.969, 0.196, -0.936]], "mulliken_charge": [-0.36, 0.25, -0.11, -0.44, 1.00, -0.31, -0.41, -0.33, -0.95, 0.23, 0.23, 0.40, 0.32, 0.48]}

---

--- two ---
{"formula": "C4H5N5", "method": "ωB97M-V with the def2-TZVPD basis set", "homo_energy_ev": -8.4, "smiles": "Cc1cn2nnnc2[nH]1", "gap_ev": 8.82, "symbols": ["C", "C", "C", "N", "N", "N", "N", "C", "N", "H", "H", "H", "H", "H"], "coordinates": [[-1.565, -0.460, -1.455], [-0.523, -0.130, -0.484], [0.810, -0.028, -0.766], [1.529, 0.187, 0.327], [2.583, 0.368, 0.992], [2.326, 0.607, 2.256], [1.007, 0.690, 2.510], [0.260, 0.299, 1.606], [-0.757, -0.075, 0.854], [-1.482, 0.201, -2.391], [-1.327, -1.353, -1.885], [-2.506, -0.370, -1.020], [1.375, 0.015, -1.652], [-1.730, 0.049, 1.108]], "mulliken_charge": [-1.26, 0.18, -0.14, 0.62, -0.75, -0.34, -0.29, 0.29, -0.08, 0.29, 0.32, 0.37, 0.51, 0.28]}

---

--- three ---
{"formula": "C4H5N5", "method": "ωB97M-V with the def2-TZVPD basis set", "homo_energy_ev": -8.1, "smiles": "Nn1ccc2cnnn21", "gap_ev": 8.93, "symbols": ["N", "N", "C", "C", "C", "C", "N", "N", "N", "H", "H", "H", "H", "H"], "coordinates": [[-1.599, 1.805, 0.075], [-0.987, 0.555, 0.116], [-1.462, -0.780, 0.016], [-0.369, -1.621, 0.029], [0.818, -0.871, 0.054], [2.173, -0.743, 0.041], [2.477, 0.597, 0.015], [1.448, 1.291, -0.015], [0.394, 0.443, 0.050], [-1.682, 1.924, -0.925], [-0.972, 2.501, 0.483], [-2.467, -0.850, -0.049], [-0.567, -2.642, 0.036], [2.795, -1.608, 0.074]], "mulliken_charge": [-0.76, 0.25, -0.01, -1.01, 0.20, -0.32, -0.39, -0.56, 0.66, 0.26, 0.33, 0.51, 0.43, 0.41]}

---

three wins, 0.0239 hartree ahead of the next structure.

---

--- one ---
{"formula": "CH3N3O", "method": "ωB97M-V with the def2-TZVPD basis set", "homo_energy_ev": -9.3, "gap_ev": 8.58, "symbols": ["N", "N", "N", "C", "O", "H", "H", "H"], "coordinates": [[-0.907, 0.153, -0.953], [-1.679, -0.328, -0.142], [1.132, 0.794, 0.331], [2.148, 0.163, 0.318], [3.193, -0.368, 0.363], [0.120, 0.761, -0.377], [-1.575, -0.202, 0.886], [-2.432, -0.973, -0.427]], "mulliken_charge": [-0.45, 0.09, -0.65, 0.51, -0.51, 0.47, 0.27, 0.26]}

---

--- two ---
{"formula": "CH3N3O", "method": "ωB97M-V with the def2-TZVPD basis set", "homo_energy_ev": -9.2, "smiles": "[H]/N=N/[H].N=C=O", "gap_ev": 9.95, "symbols": ["H", "N", "N", "H", "N", "C", "O", "H"], "coordinates": [[-0.549, 1.650, 0.704], [-0.699, 1.351, -0.373], [-1.518, 0.444, -0.356], [-1.634, -0.013, -1.306], [2.083, -0.386, -0.749], [2.327, 0.265, 0.226], [2.547, 0.928, 1.149], [2.646, -1.063, -1.158]], "mulliken_charge": [0.25, -0.22, -0.26, 0.23, -0.44, 0.58, -0.40, 0.25]}

---

two wins, 0.0293 hartree ahead of the next structure.